133
Properties=species:S:1:pos:R:3:mulliken_charge:R:1 method="wB97M-V/def2-TZVPD" smiles="CP(C)[C@]1(CON=O)O[C@@](CCCBr)([PH2]=S)[C@@H](OB(O)O)[C@@]1(Cl)CCCCCCCCCCCCn1cccc1.COCCOCCOC.COCCOCCOC" multiplicity=1 e_homo_ha=-0.297
C -6.56274 -0.64979 4.08553 -1.1863
P -5.83031 -0.86037 2.40473 -0.0537
C -6.70685 0.43978 1.44053 -1.0611
C -3.98860 -0.36421 2.58152 1.0337
C -3.48219 -1.19580 3.75751 -2.1404
O -4.08811 -2.49028 3.76062 -0.2279
N -3.76084 -3.09767 5.02568 0.0530
O -4.71060 -3.25144 5.66957 -0.2292
O -4.07469 1.05665 2.81299 0.0770
C -2.85969 1.73768 2.47914 1.2624
C -2.98264 3.04178 1.63795 -1.7728
C -4.33957 3.24556 0.92740 -0.0881
C -5.02401 4.51760 1.41533 -1.3340
Br -5.52205 4.34792 3.29633 -0.1981
P -2.11103 2.24786 4.09976 0.0398
S -0.48196 3.32034 4.00123 -0.3807
C -2.05373 0.64796 1.70077 -1.8340
O -1.07230 0.17570 2.61214 -0.3539
B 0.25028 0.25727 2.19215 0.5479
O 0.74432 1.23878 1.35689 -0.5102
O 1.11964 -0.68827 2.68798 -0.5974
C -3.13983 -0.44399 1.32413 2.0381
Cl -3.89576 0.09827 -0.18382 -0.2316
C -2.28886 -1.69628 1.04964 -1.7977
C -2.95887 -2.79450 0.21673 -0.8350
C -1.96342 -3.97749 0.05371 -0.9370
C -1.58779 -4.27169 -1.41856 -0.8023
C -0.21267 -3.73213 -1.82392 -0.6682
C 0.62197 -4.73100 -2.64472 -0.8690
C 2.10004 -4.35683 -2.67572 -0.5133
C 3.02165 -5.52332 -2.99613 -0.6950
C 4.47166 -5.08978 -3.23264 -0.8092
C 5.31310 -6.18307 -3.89935 -0.7977
C 5.98934 -7.11952 -2.87101 -0.6919
C 7.49542 -7.37556 -3.12417 -0.8745
N 8.29555 -6.67827 -2.12449 0.2338
C 8.46061 -5.33015 -2.07715 -0.7232
C 9.21956 -5.01813 -0.99979 -0.3716
C 9.53827 -6.24771 -0.36535 -0.7426
C 8.95639 -7.23789 -1.08163 -0.2642
H -7.04381 -1.56523 4.41265 0.3213
H -7.28698 0.16210 4.08004 0.4090
H -5.82181 -0.38358 4.83738 0.3455
H -6.50076 1.41357 1.88829 0.2343
H -6.47050 0.41874 0.38700 0.2808
H -7.76917 0.27093 1.60037 0.5159
H -3.68116 -0.64682 4.67915 0.9436
H -2.40475 -1.35399 3.73538 0.6285
H -2.20192 3.01570 0.88723 0.2186
H -2.79885 3.90605 2.27175 0.8539
H -4.99666 2.38957 0.99594 -0.1954
H -4.16696 3.42073 -0.13580 0.3990
H -5.89471 4.78048 0.82755 0.7256
H -4.28186 5.30610 1.36164 0.6058
H -3.12278 3.00715 4.70904 0.1122
H -1.85936 1.06995 4.82348 0.0283
H -1.66426 0.95605 0.73606 1.0058
H 0.81324 0.87819 0.46555 0.3271
H 0.66174 -1.53682 2.69262 0.2921
H -1.42045 -1.35803 0.47317 0.6252
H -1.89679 -2.14645 1.95593 0.3742
H -3.19667 -2.45185 -0.78217 0.5862
H -3.84133 -3.12065 0.76392 0.2520
H -2.31819 -4.87006 0.56209 0.5532
H -1.03494 -3.69790 0.55356 0.3642
H -1.56191 -5.35724 -1.51565 0.4258
H -2.38094 -3.91213 -2.06834 0.4653
H 0.38712 -3.43555 -0.96096 0.3934
H -0.31884 -2.84058 -2.44460 0.2387
H 0.43527 -5.75698 -2.32728 0.4799
H 0.23897 -4.65565 -3.66570 0.2345
H 2.28215 -3.56626 -3.40445 0.3558
H 2.36379 -3.95451 -1.69524 0.2740
H 2.99635 -6.20846 -2.14340 0.2285
H 2.67525 -6.09923 -3.85714 0.4255
H 4.88947 -4.79302 -2.27021 0.3547
H 4.43624 -4.20238 -3.86852 0.4598
H 4.60795 -6.79591 -4.46163 0.3993
H 6.01026 -5.76426 -4.62156 0.4508
H 5.89944 -6.64577 -1.89773 0.4217
H 5.46899 -8.07279 -2.80966 0.4578
H 7.68185 -8.42986 -2.94123 0.2546
H 7.80957 -7.10265 -4.12680 0.4182
H 8.01608 -4.66653 -2.79760 0.4670
H 9.50673 -4.03154 -0.68740 0.5965
H 10.11355 -6.34634 0.53579 0.4083
H 9.00899 -8.28785 -0.85407 0.3168
C 11.58229 1.54297 -4.91737 -0.8143
O 10.66251 1.64920 -3.85193 -0.2916
C 9.40843 1.03242 -4.07499 -0.5367
C 8.97171 0.12915 -2.93571 -0.2966
O 9.75637 -1.03075 -2.70283 -0.3919
C 11.09535 -0.86263 -2.24959 -0.3271
C 11.27454 -0.23815 -0.87866 -0.5009
O 10.87507 1.12094 -0.82856 -0.2997
C 9.99931 1.44304 0.23190 -0.8249
H 11.47218 2.38536 -5.60795 0.2827
H 12.58809 1.56766 -4.49610 0.2391
H 11.46646 0.60263 -5.46459 0.3880
H 9.41426 0.45793 -5.00756 0.3452
H 8.65934 1.82823 -4.17455 0.3663
H 7.98272 -0.25361 -3.20376 0.4229
H 8.83023 0.69483 -2.01411 0.0974
H 11.68826 -0.34567 -3.00472 0.0563
H 11.50438 -1.87484 -2.18639 0.4665
H 12.34307 -0.27387 -0.63282 0.3823
H 10.73530 -0.83260 -0.13373 0.3236
H 9.29793 0.62986 0.44285 0.3931
H 9.42357 2.31920 -0.06756 0.2403
H 10.56321 1.68522 1.13842 0.2850
C -11.99877 6.59932 -0.50384 -0.8198
O -10.87843 7.39900 -0.19099 -0.2663
C -11.17958 8.70043 0.27857 -0.4953
C -10.43922 9.06115 1.55285 -0.2656
O -10.77041 8.31441 2.71181 -0.4491
C -10.44538 6.93467 2.77953 -0.4149
C -8.97018 6.58458 2.80659 -0.4144
O -8.32009 6.88715 1.58038 -0.2638
C -7.13226 7.63915 1.71615 -0.7459
H -12.28980 6.73485 -1.55057 0.2772
H -11.71909 5.55585 -0.35270 0.2355
H -12.85152 6.81944 0.14515 0.3964
H -12.25595 8.81999 0.44125 0.3455
H -10.87525 9.41377 -0.49775 0.3677
H -10.71985 10.09009 1.79421 0.4161
H -9.35993 9.07632 1.39293 0.0530
H -10.96850 6.37366 2.00342 0.1293
H -10.86408 6.59510 3.73092 0.4082
H -8.88096 5.50355 2.96711 0.3305
H -8.48461 7.09145 3.64629 0.3775
H -7.19760 8.36234 2.53431 0.4520
H -6.97592 8.19020 0.78756 0.2315
H -6.28255 6.97056 1.87721 0.0820